[1]
{"formula": "C11H18N", "method": "ωB97M-V/def2-TZVPD", "elements": ["C", "C", "C", "C", "C", "C", "C", "C", "C", "C", "C", "N", "H", "H", "H", "H", "H", "H", "H", "H", "H", "H", "H", "H", "H", "H", "H", "H", "H", "H"], "positions_angstrom": [[0.3500, -1.9178, -1.5124], [-1.5388, 1.5980, 1.0686], [2.3505, 1.3536, 1.1472], [-0.2723, -1.1484, 1.6778], [-0.2235, -0.7330, -1.5447], [-0.8578, 1.1557, -0.2062], [2.9130, 0.7589, 0.2925], [-1.1721, -1.0600, 0.7198], [-0.2083, 2.1330, -1.1807], [3.5401, -0.1452, -0.7278], [-2.5221, -1.6248, 0.7197], [-0.8031, -0.1574, -0.3709], [1.1622, -2.1806, -2.1667], [0.1129, -2.6985, -0.7403], [-1.7184, 2.6463, 0.9142], [-0.8263, 1.4849, 1.8732], [-2.2732, 0.8948, 1.4663], [2.0683, 2.1300, 1.9014], [0.7594, -0.8724, 1.6028], [-0.6933, -1.4770, 2.6202], [0.0481, -0.0663, -2.3409], [-0.4012, 3.1507, -0.6852], [-0.5415, 2.1722, -2.1717], [0.8627, 2.1171, -1.0701], [4.5930, 0.2610, -0.9020], [3.0323, -0.1145, -1.7222], [3.7120, -1.1285, -0.3493], [-3.3061, -0.9241, 0.4106], [-2.7510, -2.0124, 1.6627], [-2.6530, -2.4072, -0.0718]], "atomic_forces_ev_per_a": [[-0.22, -1.74, 1.29], [1.37, -0.13, -0.71], [-1.05, 2.90, 2.62], [-0.90, -0.53, 0.79], [1.40, 0.35, 0.42], [-0.20, -2.11, 0.18], [0.93, -2.51, -2.39], [0.61, 1.23, -0.16], [-0.76, 1.93, 3.76], [1.25, 2.40, -0.35], [-0.99, 0.04, -2.49], [-0.27, 0.81, -1.50], [-0.42, -0.14, -0.79], [0.40, 1.10, -0.60], [-0.95, 0.29, 0.54], [0.79, 0.42, 0.22], [-0.66, 0.66, -0.73], [0.28, -1.42, -1.10], [0.22, 0.55, -0.02], [0.62, -0.71, 0.11], [-0.23, 0.48, -0.02], [-0.08, -1.21, -1.05], [-0.53, -0.30, -1.40], [0.58, -0.76, -0.29], [-1.30, -0.44, 0.07], [0.24, -0.18, 0.96], [-0.35, -0.75, 0.19], [0.19, 0.29, 0.31], [-0.40, -0.78, 1.36], [0.44, 0.25, 0.76]], "spin_multiplicity": 1, "charge": 1, "de_lowest_ev": 4.4373, "fmax_ev_per_a": 4.291, "homo_ev": -13.478}



[2]
{"formula": "C5H12NO", "method": "ωB97M-V/def2-TZVPD", "elements": ["C", "C", "C", "C", "C", "N", "O", "H", "H", "H", "H", "H", "H", "H", "H", "H", "H", "H", "H"], "positions_angstrom": [[-0.4825, -0.1282, 0.2569], [-1.3502, 0.8969, 0.9432], [-0.1273, -1.4856, 0.8920], [1.9283, 0.3532, -0.6655], [-0.7572, -0.1843, -1.2166], [0.8919, 0.9203, 0.1782], [0.9443, 2.0797, 0.4937], [-1.3585, 1.8287, 0.3232], [-0.9626, 0.9177, 1.9210], [-2.4069, 0.4553, 1.0076], [0.2342, -2.2372, 0.1442], [-0.9901, -1.9132, 1.4746], [0.7006, -1.2853, 1.7148], [1.9337, 0.6972, -1.7412], [2.8711, 0.4697, -0.2118], [1.6643, -0.7346, -0.5953], [-1.7168, -0.7368, -1.4356], [-0.9948, 0.8439, -1.6872], [-0.0215, -0.7574, -1.7963]], "atomic_forces_ev_per_a": [[0.01, 1.58, -0.39], [-2.41, -1.87, -1.15], [1.33, 0.62, 1.84], [-0.54, -2.12, -0.80], [-1.66, 0.37, -2.04], [0.33, 1.69, -0.93], [-0.33, -2.81, -0.20], [-0.16, -0.73, 1.15], [0.11, 1.05, 1.44], [1.38, 0.79, -0.10], [-0.32, 0.75, 0.72], [0.66, 0.58, -0.79], [-1.55, -0.67, -1.64], [-0.26, -0.04, 1.36], [1.24, 0.61, 0.51], [0.78, 0.93, -0.61], [0.77, 0.35, 0.76], [0.80, -1.50, 0.75], [-0.16, 0.43, 0.13]], "smiles": "C[N+](=O)C(C)(C)C", "spin_multiplicity": 1, "charge": 1, "de_lowest_ev": 4.0496, "fmax_ev_per_a": 3.264, "homo_ev": -16.005}



[3]
{"formula": "C18H48N11O6", "method": "ωB97M-V/def2-TZVPD", "elements": ["C", "O", "C", "C", "C", "C", "C", "C", "C", "C", "C", "C", "C", "C", "N", "C", "N", "N", "O", "H", "H", "H", "H", "H", "H", "H", "H", "H", "H", "H", "H", "H", "H", "H", "H", "H", "H", "H", "H", "H", "H", "H", "H", "H", "H", "H", "H", "H", "H", "H", "H", "C", "O", "N", "N", "H", "H", "H", "H", "C", "O", "N", "N", "H", "H", "H", "H", "C", "O", "N", "N", "H", "H", "H", "H", "C", "O", "N", "N", "H", "H", "H", "H"], "positions_angstrom": [[1.8203, -4.3936, 2.2924], [3.1486, -4.8845, 2.6988], [4.1719, -3.7988, 2.5519], [5.4620, -4.2561, 1.6501], [5.1485, -4.5274, 0.0660], [4.1660, -3.4350, -0.6548], [4.8944, -2.6274, -1.9218], [3.7725, -1.8912, -2.8796], [3.6921, -0.2622, -2.7076], [3.5862, 0.2655, -1.1551], [2.1244, 0.9476, -0.7746], [1.0680, -0.0950, -0.0777], [0.7269, -1.4297, -0.9752], [-0.6032, -2.1319, -0.2699], [-1.8514, -2.0512, -1.1623], [-2.8897, -3.0155, -0.5501], [-3.9176, -2.5321, 0.4802], [-2.9276, -4.3727, -0.8592], [-2.0274, -4.8280, -1.7799], [1.5963, -3.2800, 2.5746], [1.7504, -4.5657, 1.1171], [0.9617, -5.0424, 2.7834], [3.6894, -2.7722, 2.2378], [4.5844, -3.6301, 3.6589], [6.4048, -3.5364, 1.7838], [5.8226, -5.3025, 2.0995], [6.1988, -4.4544, -0.4977], [4.7216, -5.6047, -0.1058], [3.6614, -2.6598, 0.0605], [3.2774, -4.0580, -1.1509], [5.7627, -1.9176, -1.5625], [5.3874, -3.4850, -2.5789], [2.7210, -2.4280, -2.7437], [4.0947, -2.1081, -4.0082], [2.7037, 0.1015, -3.2655], [4.5821, 0.3042, -3.2654], [4.3780, 1.1528, -1.0544], [3.9240, -0.5350, -0.3490], [2.3641, 1.7773, 0.0471], [1.6756, 1.5454, -1.7004], [1.3745, -0.4675, 0.9943], [0.0378, 0.4851, 0.0662], [0.4226, -1.2012, -2.0884], [1.6211, -2.1821, -0.8627], [-0.3903, -3.2441, 0.1000], [-0.8812, -1.5337, 0.7217], [-2.2504, -1.0929, -1.0125], [-4.1635, -1.5187, 0.3025], [-3.4289, -2.6113, 1.4096], [-3.6062, -5.0569, -0.4536], [-1.6696, -5.7001, -1.4219], [-3.7556, 0.9632, 2.1215], [-3.0288, 0.3889, 1.3262], [-3.3320, 1.3693, 3.3320], [-5.0452, 1.2412, 1.8585], [-3.9156, 1.8435, 4.0003], [-2.3673, 1.1794, 3.5699], [-5.4042, 0.9525, 0.9578], [-5.6595, 1.7132, 2.5005], [-4.9353, 2.4180, -1.5682], [-5.5864, 1.4874, -1.1201], [-5.0414, 2.8324, -2.8436], [-4.0535, 3.1123, -0.8266], [-4.5137, 3.5965, -3.2308], [-5.6943, 2.3365, -3.4362], [-3.9431, 2.8327, 0.1394], [-3.5082, 3.8814, -1.1777], [-3.2067, 6.8811, -2.2724], [-3.2359, 5.8190, -1.6711], [-2.2744, 7.1669, -3.1992], [-4.1041, 7.8609, -2.0621], [-2.2340, 8.0357, -3.7047], [-1.5796, 6.4562, -3.3879], [-4.8232, 7.6864, -1.3723], [-4.0965, 8.7422, -2.5473], [-0.5381, 4.1141, 3.9861], [-1.3500, 4.0457, 4.8954], [0.5558, 4.8948, 4.0449], [-0.6649, 3.4149, 2.8439], [1.2355, 4.9644, 3.3064], [0.6891, 5.4381, 4.8877], [-1.4747, 2.8146, 2.7588], [-0.0070, 3.4579, 2.0839]], "atomic_forces_ev_per_a": [[-0.63, -0.79, -0.82], [-0.62, 2.62, -0.83], [1.21, 0.27, 1.43], [0.01, -1.14, 0.18], [0.74, 0.64, -0.27], [-0.34, -0.18, -1.13], [-0.43, -1.22, -0.12], [0.75, -0.06, -0.78], [-0.87, 0.10, -0.22], [0.54, 1.22, -0.07], [0.75, 0.14, 1.09], [-1.09, 0.34, -0.83], [-0.78, -0.19, 1.08], [0.96, 0.06, 1.75], [-2.35, -2.44, 2.03], [-0.17, 0.27, 0.68], [2.48, -0.83, -2.11], [0.17, 4.22, 1.30], [0.44, -1.60, 0.57], [0.67, -1.97, -0.52], [-0.08, 0.68, 2.26], [2.04, 1.13, -0.82], [0.88, -2.16, 0.32], [-0.82, -0.28, -2.36], [-2.40, -1.25, -0.23], [-0.81, 2.30, -0.88], [-2.29, -0.37, 1.20], [0.83, 2.12, 0.48], [1.09, -1.51, -1.11], [1.76, 1.42, 1.02], [-1.86, -1.28, -0.66], [-0.89, 1.84, 1.41], [2.24, 1.32, -0.16], [-0.77, 0.53, 2.41], [2.08, -0.75, 1.11], [-1.80, -1.56, 1.32], [-1.69, -1.94, -0.15], [-0.90, 1.54, -1.77], [-0.61, -1.73, -1.70], [0.83, -1.61, 1.91], [-0.24, 0.86, -2.12], [2.10, -1.14, -0.24], [0.94, -0.42, 2.18], [-1.82, 1.49, -0.62], [-0.50, 2.26, -1.21], [0.75, -1.20, -1.96], [0.26, -1.10, -0.06], [0.79, -1.27, 0.32], [-0.69, 0.27, -1.15], [0.54, 1.19, -0.40], [-0.49, 1.48, -0.57], [-0.86, 0.32, 0.53], [0.74, -0.75, -0.79], [1.02, 0.12, 0.73], [-0.64, -0.18, -0.44], [0.15, 0.01, -0.06], [-0.40, 0.01, 0.16], [-0.08, 0.36, -0.20], [0.14, -0.07, -0.06], [0.49, 0.46, 0.31], [-0.54, -0.91, 0.30], [-0.51, -0.13, -1.34], [0.57, -0.06, 0.92], [-0.06, -0.04, 0.20], [0.24, 0.23, 0.21], [-0.06, 0.11, -0.39], [-0.15, 0.25, -0.01], [-0.06, 0.15, -0.01], [0.01, -0.56, 0.16], [1.05, -0.27, -0.77], [-0.98, 0.46, 0.55], [-0.01, -0.15, 0.10], [-0.23, 0.33, 0.04], [0.25, 0.12, -0.26], [0.01, -0.17, 0.09], [-0.37, 0.14, 0.65], [-0.13, -0.14, 0.02], [0.96, 0.90, 0.48], [-0.46, -1.05, -1.13], [-0.14, 0.00, 0.15], [-0.02, -0.19, -0.33], [0.28, 0.36, -0.11], [-0.13, 0.01, 0.14]], "spin_multiplicity": 1, "charge": 1, "fmax_ev_per_a": 4.420, "homo_ev": -11.553}



[4]
{"formula": "C24H48O15", "method": "ωB97M-V/def2-TZVPD", "elements": ["C", "C", "C", "O", "C", "H", "H", "H", "H", "H", "H", "H", "H", "C", "C", "C", "O", "C", "H", "H", "H", "H", "H", "H", "H", "H", "C", "C", "C", "O", "C", "H", "H", "H", "H", "H", "H", "H", "H", "C", "O", "C", "O", "O", "C", "H", "H", "H", "H", "H", "H", "C", "O", "C", "O", "O", "C", "H", "H", "H", "H", "H", "H", "C", "O", "C", "O", "O", "C", "H", "H", "H", "H", "H", "H", "C", "O", "C", "O", "O", "C", "H", "H", "H", "H", "H", "H"], "positions_angstrom": [[0.1955, 1.9392, -0.5814], [-0.3599, 0.7520, 0.0941], [0.4337, -0.3106, -0.7104], [1.7548, 0.2049, -0.8089], [1.6627, 1.6330, -0.5999], [0.1304, 2.8881, -0.0490], [-0.2297, 2.0120, -1.5824], [-1.4455, 0.6809, 0.1613], [-0.0466, 0.7206, 1.1377], [0.0805, -0.4306, -1.7346], [0.4397, -1.3032, -0.2602], [2.1298, 2.2973, -1.3270], [2.0903, 1.8806, 0.3717], [-1.4831, -2.6073, -4.6042], [-2.0576, -1.2771, -5.1588], [-1.9996, -0.4172, -3.9296], [-2.3271, -1.1767, -2.8424], [-2.1988, -2.5516, -3.2060], [-0.4366, -2.6221, -4.3000], [-1.6688, -3.3929, -5.3366], [-3.0990, -1.3624, -5.4691], [-1.3706, -0.9396, -5.9349], [-2.7103, 0.4017, -4.0411], [-1.0722, 0.1246, -3.7439], [-3.2023, -2.9742, -3.1563], [-1.6905, -3.2685, -2.5612], [2.6447, 1.4306, 5.3283], [1.3258, 1.1454, 4.7653], [1.5744, -0.2409, 4.0885], [2.9693, -0.4383, 3.9633], [3.6386, 0.8741, 4.2571], [2.8693, 1.0848, 6.3373], [2.8241, 2.4996, 5.4425], [0.9640, 1.9123, 4.0803], [0.4909, 1.0804, 5.4630], [1.1199, -0.3220, 3.1011], [1.1581, -0.9675, 4.7863], [3.6673, 1.4040, 3.3051], [4.6711, 0.9185, 4.6037], [5.8218, -2.2391, 4.3221], [5.4719, -1.9339, 2.9814], [6.0892, -0.8772, 2.2804], [7.1413, -0.2757, 2.6245], [5.4255, -0.6270, 1.1425], [4.2591, -1.3460, 0.7271], [6.1131, -1.3899, 4.9402], [6.6511, -2.9331, 4.1848], [5.0234, -2.8091, 4.7972], [4.4685, -2.4114, 0.6322], [4.0464, -0.8955, -0.2424], [3.3902, -1.2975, 1.3835], [-6.6055, 2.0320, 2.5726], [-6.6174, 2.0642, 1.1757], [-5.5682, 1.4930, 0.5652], [-4.6479, 0.8831, 1.0908], [-5.7935, 1.5755, -0.6638], [-4.8470, 1.0464, -1.6059], [-5.7267, 2.4521, 3.0620], [-6.7218, 1.0467, 3.0241], [-7.4470, 2.6704, 2.8417], [-4.7343, 1.6704, -2.4925], [-5.1318, 0.0155, -1.8161], [-3.8205, 0.9424, -1.2545], [0.6425, 2.8105, -4.7171], [1.3810, 2.4903, -5.8850], [1.5514, 1.2240, -6.1927], [1.3325, 0.2576, -5.4222], [2.0311, 1.1945, -7.4212], [2.2178, -0.0611, -8.0551], [-0.4039, 2.5215, -4.8151], [0.7301, 3.8365, -4.3596], [1.1474, 2.3109, -3.8903], [1.1733, -0.3221, -8.2253], [2.6407, -0.8080, -7.3833], [2.7390, -0.0114, -9.0111], [-2.4275, 1.0327, 3.3716], [-1.8186, -0.1265, 2.8049], [-2.2408, -1.3260, 3.3293], [-3.1839, -1.4786, 4.0840], [-1.6461, -2.2802, 2.5843], [-1.4768, -3.6211, 3.1609], [-2.2141, 1.9069, 2.7565], [-2.1727, 1.1791, 4.4213], [-3.4999, 0.9179, 3.2139], [-2.0787, -4.3183, 2.5781], [-1.6849, -3.6029, 4.2307], [-0.4160, -3.8644, 3.2205]], "atomic_forces_ev_per_a": [[0.04, 1.32, 0.19], [-0.11, -0.70, 0.35], [-0.63, -0.20, 2.07], [-0.24, 0.66, -0.29], [-0.96, 0.65, -0.64], [-0.58, 0.03, -0.08], [0.18, 0.31, -0.17], [0.06, -0.41, -0.62], [0.22, -0.28, 0.13], [-0.23, 0.07, -0.76], [0.47, -0.19, -0.19], [1.03, -0.90, -0.38], [0.46, -0.51, 0.36], [-1.67, 0.92, 1.03], [2.11, -0.45, 0.15], [-0.16, 2.53, -1.30], [0.40, -1.67, 1.80], [-0.85, -2.25, -1.00], [0.27, 0.53, -0.82], [-0.23, -0.41, 0.70], [0.22, -0.29, -0.28], [-0.50, 0.40, -0.24], [-0.45, 0.11, 0.19], [0.74, -0.29, -0.40], [-0.32, 0.07, -0.65], [0.65, 0.95, 0.90], [2.50, 1.92, -0.23], [-1.65, -1.03, -0.74], [-0.34, 0.72, 0.49], [1.66, 0.99, 0.36], [-2.05, -0.65, 0.66], [-0.15, -0.77, -0.24], [-0.09, 0.28, -0.16], [0.46, 0.06, -0.40], [0.23, -0.20, 0.36], [-0.30, -0.11, -0.02], [0.08, -0.49, -0.35], [-0.40, 0.49, 0.02], [-0.02, -1.22, 0.13], [1.20, -0.81, -0.15], [-0.13, 2.46, -1.80], [2.33, -0.23, 2.40], [-4.33, -2.22, -1.25], [0.38, 0.33, 0.67], [0.21, -0.46, -0.12], [-0.05, 0.09, -0.32], [0.32, 0.11, 0.73], [-0.28, 0.37, -0.33], [0.20, 0.06, -0.22], [-0.08, -0.27, 0.04], [0.23, 0.54, 0.42], [-0.55, 0.50, 1.66], [0.98, -0.18, -0.22], [0.38, -1.53, 3.44], [-0.42, 0.92, 0.06], [0.17, 0.84, -4.80], [0.74, -0.84, 0.07], [0.31, 0.19, -0.53], [-0.20, -0.21, -0.46], [0.00, -0.23, 0.21], [-0.91, 0.04, 0.11], [-0.24, 0.21, -0.41], [-0.17, 0.27, 0.81], [0.54, -0.69, 1.21], [-0.41, 1.70, -0.07], [-0.09, -2.63, 1.67], [0.37, 2.27, -2.11], [0.90, 0.81, 0.22], [-1.60, -1.03, 0.36], [0.11, -0.05, 0.06], [0.06, 0.37, -1.29], [-0.45, -0.70, 0.19], [0.17, -0.88, -0.53], [0.22, 0.21, -0.05], [0.11, 0.62, 0.42], [-1.35, 0.00, -0.34], [0.60, -0.90, 0.80], [-2.24, 0.26, -1.19], [2.16, 0.32, -0.43], [0.91, -0.36, 0.86], [0.06, 0.93, 0.65], [0.71, -0.18, 0.04], [0.06, -0.06, -0.14], [-0.09, -0.01, 0.57], [0.18, 0.04, 0.31], [-0.97, -0.01, -0.17], [0.09, 0.04, -0.99]], "spin_multiplicity": 2, "charge": 1, "fmax_ev_per_a": 5.024, "homo_ev": [-12.084, -12.084]}